{"formula": "C5H8O2", "method": "ωB97M-V/def2-TZVPD", "species": ["O", "C", "C", "C", "C", "O", "C", "H", "H", "H", "H", "H", "H", "H", "H"], "xyz": [[-0.046, -2.057, 0.556], [0.921, -1.073, 0.666], [0.362, 0.317, 0.380], [-1.154, 0.617, 0.460], [-1.317, 1.528, -0.728], [-2.177, 2.302, -1.045], [0.752, 0.347, -1.086], [0.383, -2.922, 0.692], [1.635, -1.201, 1.496], [1.534, -0.694, -0.760], [0.937, 1.065, 0.943], [-1.718, -0.312, 0.274], [-1.514, 1.061, 1.400], [0.058, -0.152, -1.766], [1.344, 1.174, -1.481]], "forces_ev_per_a": [[0.6, -0.5, 0.1], [-0.7, 0.2, 1.2], [-0.1, 0.0, 0.1], [0.4, -0.3, 0.1], [-2.2, 1.6, -0.3], [1.3, -1.3, 0.7], [2.0, -1.8, 0.1], [-0.4, 0.5, -0.1], [-0.2, 0.0, -0.3], [-0.4, 1.3, -1.1], [-0.2, -0.2, -0.1], [0.1, 0.3, -0.1], [0.1, 0.0, -0.3], [0.1, 0.3, 0.1], [-0.3, -0.1, 0.0]], "nbo_charge": [-0.704, 0.064, -0.312, -0.563, 0.560, -0.492, -0.600, 0.486, 0.168, 0.208, 0.220, 0.263, 0.239, 0.228, 0.235], "orbital_gap_ev": [7.438, 8.128], "e_above_lowest_ev": 5.767, "lumo_ev": [0.4, 0.7], "homo_energy_ha": [-0.25927, -0.27427]}